100
Properties=species:S:1:pos:R:3:forces:R:3:lowdin_spin:R:1 method="wB97M-V/def2-TZVPD" molar_mass_g_mol=887.4 energy_ha=-7531.37155 spin_multiplicity=2 homo_lumo_gap_ev="6.01 / 5.02" relative_energy_kcal_mol=5.2 s_squared=0.803 lumo_ev="3.666 / 2.678" charge=-2
Ca 0.11381 1.03042 -0.98221 -0.1 -0.2 0.0 0.00
C -2.48273 2.66926 -2.37443 0.0 -0.1 0.0 0.00
C -2.76901 2.89427 -0.89324 0.0 0.1 0.0 0.00
C -4.26978 2.74946 -0.64048 0.0 0.0 0.1 0.00
C -2.31622 4.30978 -0.51272 0.1 0.0 0.0 0.00
O -2.07008 1.90156 -0.14516 0.1 0.0 -0.1 0.00
Ge -1.68445 2.17310 1.72116 -0.4 0.5 -0.2 0.00
O 0.17671 2.21688 1.03709 0.1 -0.2 0.3 0.00
C 1.26668 2.94876 1.59341 0.0 0.1 0.0 0.00
C 0.80901 3.86498 2.73123 0.0 0.0 0.0 0.00
C 1.86023 3.80520 0.47393 0.0 0.0 0.0 0.00
C 2.35028 2.00698 2.11534 0.0 0.0 0.0 0.00
O -2.35914 0.56290 2.34703 0.6 -0.2 0.1 0.00
C -3.00327 -0.67250 2.06544 -0.2 0.1 0.0 0.00
C -4.11526 -0.45744 1.04131 0.0 0.0 0.0 0.00
C -2.06510 -1.76688 1.57379 0.0 0.0 0.0 0.00
C -3.61991 -1.11091 3.39790 0.0 0.0 0.0 0.00
H -3.02058 3.40581 -2.97813 0.0 0.0 0.0 0.00
H -2.81004 1.67134 -2.66790 0.0 0.0 0.0 0.00
H -1.41727 2.76729 -2.60391 0.0 0.0 0.0 0.00
H -4.83198 3.49949 -1.20474 0.0 0.0 0.0 0.00
H -4.48572 2.87679 0.42367 0.0 0.0 0.0 0.00
H -4.60520 1.75711 -0.94139 0.0 0.0 0.0 0.00
H -2.78591 5.04284 -1.17406 0.0 0.0 0.0 0.00
H -1.23216 4.39426 -0.61567 0.0 0.0 0.0 0.00
H -2.58460 4.55240 0.51722 0.0 0.0 0.0 0.00
H 0.03280 4.55143 2.38766 0.0 0.0 0.0 0.00
H 1.66003 4.44866 3.09299 0.0 0.0 0.0 0.00
H 0.40266 3.28913 3.56563 0.0 0.0 0.0 0.00
H 1.08946 4.45082 0.04786 0.0 0.0 0.0 0.00
H 2.26361 3.18878 -0.33034 0.0 0.0 0.0 0.00
H 2.67104 4.43174 0.85696 0.0 0.0 0.0 0.00
H 1.99440 1.45304 2.98571 0.0 0.0 0.0 0.00
H 3.23127 2.58185 2.41576 0.0 0.0 0.0 0.00
H 2.64443 1.30460 1.33247 0.0 0.0 0.0 0.00
H -3.68500 -0.19279 0.07948 0.0 0.0 -0.1 0.00
H -4.77758 0.34510 1.37840 0.0 0.0 0.0 0.00
H -4.69878 -1.37256 0.90922 0.0 0.0 0.0 0.00
H -1.54849 -1.47483 0.66604 0.0 0.0 0.0 0.00
H -2.65083 -2.65450 1.32433 0.0 0.0 0.0 0.00
H -1.33736 -2.03962 2.34036 0.0 0.0 0.0 0.00
H -4.31039 -0.34498 3.75768 0.0 0.0 0.0 0.00
H -2.83371 -1.24556 4.14558 0.0 0.0 0.0 0.00
H -4.16027 -2.05516 3.28580 0.0 0.0 0.0 0.00
C 1.08810 -2.65669 -3.12571 0.0 0.0 0.0 0.00
O 1.80095 -2.74504 -1.89122 0.0 0.1 0.0 0.03
C 3.02496 -2.21458 -1.83782 0.0 0.0 -0.1 0.07
C 3.79092 -1.88332 -2.95692 -0.1 0.0 0.0 -0.01
C 5.02509 -1.29121 -2.79149 0.0 0.0 0.0 0.07
C 5.55143 -1.03890 -1.52046 0.0 0.0 0.0 0.01
C 4.81204 -1.36462 -0.41301 0.0 0.0 0.0 0.05
C 3.54662 -1.96073 -0.54944 0.0 0.1 0.1 0.02
N 2.68817 -2.15409 0.50046 0.0 0.0 0.0 0.25
N 3.15293 -2.07143 1.67526 0.1 -0.1 -0.2 0.08
C 2.39623 -1.70645 2.69105 0.0 0.0 0.2 0.14
C 1.12449 -0.99664 2.50021 -0.3 0.2 0.3 0.03
O 0.69093 -0.61849 1.42068 0.4 -0.2 -0.4 0.15
C 0.36820 -0.69167 3.72960 0.0 0.1 0.0 0.02
C 0.84436 -0.97700 4.94734 0.0 0.0 0.0 0.00
C 2.12607 -1.62832 5.14960 0.0 0.0 0.0 0.03
C 2.59950 -1.90636 6.43537 0.0 0.0 0.0 -0.01
C 3.81826 -2.52391 6.62696 0.0 0.0 0.0 0.03
C 4.58919 -2.87447 5.51722 0.0 0.0 0.0 0.00
C 4.13726 -2.60994 4.24118 0.0 0.0 0.0 0.03
C 2.89971 -1.98405 4.03122 0.0 0.0 0.0 0.00
H 1.12602 -1.63593 -3.51445 0.1 -0.1 0.0 0.00
H 0.06217 -2.92627 -2.88559 0.0 0.1 0.0 0.00
H 1.49915 -3.36086 -3.85576 0.0 0.0 0.0 0.00
H 3.37724 -1.98896 -3.94710 0.0 0.0 0.0 0.00
H 5.57213 -0.97290 -3.66938 0.0 0.0 0.0 0.00
H 6.50405 -0.53741 -1.41660 0.0 0.0 0.0 0.00
H 5.15969 -1.12811 0.58399 0.0 0.0 0.0 0.00
H -0.57606 -0.18065 3.57145 0.0 0.0 0.0 0.00
H 0.27201 -0.70995 5.83041 0.0 0.0 0.0 0.00
H 1.98796 -1.62527 7.28576 0.0 0.0 0.0 0.00
H 4.17441 -2.73208 7.62836 0.0 0.0 0.0 0.00
H 5.55016 -3.35498 5.65604 0.0 0.0 0.0 0.00
H 4.73420 -2.87525 3.37931 0.0 0.0 0.0 0.00
C -0.61001 0.03949 -5.24778 0.0 -0.1 0.0 0.00
C -1.27114 -0.37701 -3.94469 0.1 0.3 -0.2 0.00
O -0.77640 0.09931 -2.92044 -0.1 -0.3 0.2 0.00
C -2.43567 -1.23651 -3.95825 0.0 0.0 0.0 0.00
C -3.12354 -1.44561 -5.17157 0.0 0.0 0.0 0.00
C -4.27636 -2.18474 -5.26082 0.0 0.0 0.0 0.00
C -4.78462 -2.77097 -4.07797 0.0 0.0 0.0 0.00
C -4.14828 -2.61999 -2.88369 0.0 0.0 0.0 0.00
C -2.92090 -1.85228 -2.73464 0.0 0.0 0.0 0.00
O -2.35007 -1.78001 -1.63116 0.1 0.0 0.2 0.00
H 0.40247 0.37156 -5.01412 0.0 0.0 0.0 0.00
H -1.16234 0.88024 -5.67715 0.0 0.0 0.0 0.00
H -0.58821 -0.76482 -5.98368 0.0 0.0 0.0 0.00
H -2.73729 -0.97823 -6.06953 0.0 0.0 0.0 0.00
H -4.78829 -2.30749 -6.20717 0.0 0.0 0.0 0.00
H -5.70088 -3.35407 -4.12399 0.0 0.0 0.0 0.00
H -4.53530 -3.07164 -1.97689 0.0 0.0 0.0 0.00
O 2.46027 0.69041 -4.18836 0.0 0.0 0.0 0.00
Se 2.49769 1.52189 -2.78530 0.1 0.0 0.0 0.00
O 1.13810 2.46055 -2.60122 -0.1 0.1 0.1 0.00
O 2.29566 0.46611 -1.50165 -0.1 0.0 0.0 0.00
O 3.86099 2.38196 -2.61251 0.0 0.0 0.0 0.00